Below is a 8-piece molecular cluster, C26H36O24 overall in a non-equilibrium geometry, with properties calculated with ωB97M-V/def2-TZVPD.

Structure (ORCA input):
```
! wB97M-V def2-TZVPD RIJCOSX def2/J DEFGRID3
* xyz 0 1
C -7.896 1.566 2.728
C -8.959 2.405 2.001
O -8.340 2.749 0.814
C -7.128 2.144 0.668
O -6.341 2.184 -0.297
O -6.918 1.306 1.745
H -8.347 0.618 3.020
H -7.507 2.175 3.544
H -9.205 3.208 2.696
H -9.853 1.804 1.833
C -1.350 0.249 -1.487
C -2.034 0.072 -0.142
O -1.181 -0.865 0.497
C -0.392 -1.396 -0.409
O 0.319 -2.309 -0.316
O -0.552 -0.811 -1.669
H -0.794 1.179 -1.605
H -2.253 0.215 -2.096
H -3.039 -0.280 -0.375
H -2.258 0.881 0.553
C 0.824 0.482 -6.652
C 1.895 1.353 -6.051
O 2.989 0.560 -5.953
C 2.893 -0.445 -6.877
O 3.858 -1.214 -7.126
O 1.596 -0.457 -7.368
H 0.177 0.833 -7.455
H 0.154 0.030 -5.921
H 1.738 1.693 -5.027
H 2.088 2.199 -6.710
C -5.607 -2.822 -4.351
C -6.513 -2.267 -5.449
O -5.831 -1.181 -6.039
C -4.773 -0.880 -5.246
O -4.114 0.131 -5.470
O -4.680 -1.763 -4.155
H -5.129 -3.784 -4.536
H -6.253 -3.125 -3.526
H -7.525 -2.029 -5.121
H -6.616 -3.040 -6.210
C 3.281 -6.156 4.046
C 2.169 -5.625 3.115
O 1.001 -5.554 3.900
C 1.339 -6.003 5.143
O 0.466 -6.176 6.032
O 2.582 -6.246 5.213
H 4.215 -5.595 4.055
H 3.500 -7.172 3.718
H 1.914 -6.465 2.469
H 2.378 -4.677 2.620
C 0.053 -1.650 6.973
C 0.194 -0.912 5.677
O 1.489 -0.969 5.350
C 2.213 -1.347 6.455
O 3.497 -1.370 6.520
O 1.343 -1.666 7.450
H -0.267 -2.669 6.755
H -0.579 -1.069 7.644
H 0.021 0.160 5.777
H -0.317 -1.504 4.918
C 5.244 0.062 -1.458
C 6.063 0.834 -0.431
C 7.304 0.121 0.128
O 8.321 0.664 -0.654
C 7.934 1.826 -1.249
O 8.720 2.535 -1.911
O 6.602 1.936 -1.171
H 4.707 -0.787 -1.034
H 5.818 -0.481 -2.208
H 4.454 0.607 -1.974
H 5.516 1.224 0.427
H 7.183 -0.931 -0.133
H 7.421 0.382 1.180
C 1.264 3.589 1.801
C 1.150 5.099 1.353
C 2.312 5.583 0.496
O 1.615 5.950 -0.736
C 0.366 5.569 -0.776
O -0.420 5.678 -1.724
O 0.083 5.199 0.458
H 1.039 2.935 0.959
H 0.567 3.426 2.623
H 2.218 3.263 2.216
H 1.096 5.754 2.223
H 3.054 4.811 0.294
H 2.730 6.450 1.007
*
```

Results
* frontier orbital gap: 10.64 eV
* LUMO level: -0.112 eV
* structure (SMILES): C[C@H]1COC(=O)O1.C[C@H]1COC(=O)O1.O=C1OCCO1.O=C1OCCO1.O=C1OCCO1.O=C1OCCO1.O=C1OCCO1.O=C1OCCO1
* energy above the lowest of the compared OMol25 structures with the same formula, charge and spin: 4.978 eV

Mulliken population analysis, charges in e, atoms 1 to 4: C -0.303; C -0.271; O -0.311; C 0.664